This record from the OMol25 dataset describes C5H10BeF6N3O15S6 as an isolated structure. The level of theory is the ωB97M-V functional and the def2-TZVPD basis.

Structure (XYZ):
```
46
C5H10BeF6N3O15S6 the ωB97M-V functional and the def2-TZVPD basis
Be -21.584 -3.767 -7.435
C -20.841 -6.908 -8.125
C -19.611 -6.228 -8.787
C -19.323 -7.023 -10.048
O -19.823 -4.881 -8.972
H -20.747 -7.994 -8.145
H -21.772 -6.573 -8.583
H -20.889 -6.684 -7.059
H -18.704 -6.368 -8.200
H -19.698 -8.045 -10.086
H -18.251 -7.196 -10.144
H -19.504 -6.587 -11.031
N -20.666 -3.220 -5.357
S -19.962 -4.096 -4.122
O -20.588 -4.182 -2.800
O -18.564 -4.348 -4.150
F -20.485 -5.527 -4.664
S -20.839 -1.972 -4.526
O -19.548 -1.360 -4.140
O -22.059 -1.816 -3.767
F -21.161 -1.036 -5.813
N -22.180 -4.112 -11.804
S -22.893 -4.542 -13.304
O -23.728 -3.431 -13.751
O -23.257 -5.911 -13.635
F -21.442 -4.273 -14.033
S -23.046 -5.170 -11.137
O -22.605 -6.598 -10.996
O -24.469 -4.850 -11.015
F -22.538 -4.536 -9.744
N -23.947 -4.392 -7.019
S -25.136 -5.203 -7.419
O -26.169 -4.523 -8.236
O -25.523 -6.264 -6.551
F -24.350 -6.034 -8.539
S -24.770 -3.707 -5.686
O -24.483 -4.412 -4.447
O -26.077 -3.133 -5.875
F -23.779 -2.402 -5.650
C -21.390 0.389 -9.555
C -21.423 -0.992 -8.936
O -22.407 -1.368 -8.304
O -20.577 -1.835 -9.216
H -22.214 1.009 -9.200
H -21.417 0.421 -10.644
H -20.522 0.970 -9.244
```

Properties
- Charge: -2
- Electronic energy: -4492.22859 Ha
- <S²>: 0.7557
- Multiplicity: 2
- HOMO (alpha / beta): -4.090 / -4.096 eV

natural (NBO) population analysis, charges in e, atoms 1 to 2: Be 1.551; C -0.655

This record from the OMol25 dataset describes a 2-piece molecular cluster, C5H10BrISi overall. The level of theory is the ωB97M-V functional and the def2-TZVPD basis.

Structure (XYZ):
```
18
C5H10BrISi the ωB97M-V functional and the def2-TZVPD basis
C -0.295 0.356 2.938
Si -0.504 0.011 0.984
C 0.249 -1.721 0.841
C -1.567 1.218 0.135
I -2.829 0.467 -1.482
H -1.205 0.646 3.334
H -0.112 -0.570 3.301
H 0.444 1.144 3.094
H 0.859 -2.010 0.006
H 0.924 -2.110 1.735
H -0.487 -2.545 0.921
H -2.213 1.779 0.739
C 1.139 0.563 -3.585
C 0.975 0.631 -2.293
Br 2.386 0.597 -0.981
H 1.932 0.372 -4.142
H 0.159 0.511 -4.023
H 0.146 0.660 -1.520
```

Properties
- Electronic energy: -3357.55773 Ha
- SMILES string: C[Si](C)=CI.C=CBr
- ΔE to the lowest compared entry with this formula, charge and spin: 345.9 kJ/mol
- Multiplicity: 1
- HOMO: -7.860 eV

natural (NBO) population analysis, charges in e, atoms 1 to 2: C -1.044; Si 1.577

This record from the OMol25 dataset describes a 2-piece molecular cluster, C5H10BrN5O4P overall. The level of theory is the ωB97M-V functional and the def2-TZVPD basis.

Structure (XYZ):
```
26
C5H10BrN5O4P the ωB97M-V functional and the def2-TZVPD basis
N -1.792 -1.700 0.416
P -0.229 -1.013 0.359
O 0.541 -2.296 -0.093
N -0.515 -0.128 -1.181
C -0.917 -0.590 -2.390
N -0.942 0.386 -3.278
N -0.572 1.498 -2.690
N -0.324 1.205 -1.403
C 0.147 2.212 -0.488
C -0.637 2.359 0.809
C 0.082 3.350 1.721
Br 1.434 2.472 2.797
H -2.506 -0.996 0.269
H -1.940 -2.143 1.317
H 1.535 -2.228 -0.131
H -1.132 -1.627 -2.582
H 1.217 2.099 -0.277
H 0.040 3.141 -1.049
H -0.715 1.417 1.348
H -1.644 2.744 0.634
H 0.628 4.087 1.134
H -0.601 3.864 2.389
C 2.217 -4.532 0.592
O 2.813 -3.544 0.017
O 2.069 -5.642 -0.019
O 1.748 -4.397 1.779
```

Properties
- Charge: -1
- Electronic energy: -3686.53850 Ha
- Multiplicity: 1
- HOMO: -1.423 eV

natural (NBO) population analysis, charges in e, atoms 1 to 2: N -1.159; P 1.391

This record from the OMol25 dataset describes a 2-piece molecular cluster, C5H10Cl3N2S overall. The level of theory is the ωB97M-V functional and the def2-TZVPD basis.

Structure (XYZ):
```
21
C5H10Cl3N2S the ωB97M-V functional and the def2-TZVPD basis
C 1.123 -0.736 -0.811
C 1.038 -2.048 0.030
C -0.253 -0.298 0.978
C 0.777 2.990 -0.392
C -2.315 0.113 -0.092
N 0.618 0.262 0.172
N -0.166 -1.750 0.952
S 1.567 1.606 0.514
Cl -2.942 -1.391 -0.538
Cl -3.344 0.990 0.959
Cl -1.767 1.079 -1.449
H 2.112 -0.473 -0.959
H 0.579 -0.818 -1.746
H 0.996 -3.055 -0.604
H 1.929 -2.133 0.647
H -0.671 0.223 1.827
H 1.705 3.716 -0.429
H -0.101 3.632 -0.042
H 0.377 2.554 -1.389
H -1.007 -2.037 0.517
H -0.255 -2.427 1.853
```

Properties
- Charge: +1
- Electronic energy: -2084.39468 Ha
- ΔE to the lowest compared entry with this formula, charge and spin: 29.1 kJ/mol
- Multiplicity: 1
- HOMO (alpha / beta): -11.852 / -11.853 eV

natural (NBO) population analysis, charges in e, atoms 1 to 2: C -0.237; C -0.244

This record from the OMol25 dataset describes one molecule with the formula C5H10ClN. The level of theory is the ωB97M-V functional and the def2-TZVPD basis.

Structure (XYZ):
```
17
C5H10ClN the ωB97M-V functional and the def2-TZVPD basis
C -1.896 0.710 1.174
C -0.692 0.435 0.858
N 0.044 0.428 -0.270
C -0.587 1.021 -1.388
C 1.378 -0.161 -0.303
C 1.392 -1.667 0.163
Cl 2.576 0.787 0.559
H -2.191 0.624 2.198
H -2.671 0.974 0.453
H -0.054 0.002 1.603
H -0.051 2.060 -1.675
H -0.431 0.403 -2.344
H -1.701 1.155 -1.185
H 1.621 0.032 -1.388
H 0.269 -1.759 0.400
H 1.993 -1.780 1.118
H 1.700 -2.327 -0.574
```

Properties
- Electronic energy: -711.38704 Ha
- SMILES string: C=CN(C)[C@H](C)Cl
- ΔE to the lowest compared entry with this formula, charge and spin: 179.7 kJ/mol
- Multiplicity: 1
- HOMO: -8.094 eV

natural (NBO) population analysis, charges in e, atoms 1 to 2: C -0.530; C 0.020

This record from the OMol25 dataset describes a 2-piece molecular cluster, C5H10ClN2 overall. The level of theory is the ωB97M-V functional and the def2-TZVPD basis.

Structure (XYZ):
```
18
C5H10ClN2 the ωB97M-V functional and the def2-TZVPD basis
C 1.775 -2.390 -0.099
C 1.738 0.073 0.096
C -0.991 0.225 -1.353
C -1.418 0.316 1.264
C -0.998 -0.417 0.024
N 1.881 -1.101 -0.048
N 2.103 1.307 -0.066
Cl -0.693 -2.044 0.062
H 1.861 -3.018 0.668
H 1.465 -2.833 -0.963
H 0.021 -0.065 -1.776
H -1.890 -0.137 -1.982
H -1.114 1.335 -1.294
H -2.519 0.056 1.498
H -0.755 0.092 2.072
H -1.404 1.422 1.215
H 1.731 1.964 0.719
H 2.992 1.551 -0.395
```

Properties
- Charge: +1
- Electronic energy: -765.80928 Ha
- ΔE to the lowest compared entry with this formula, charge and spin: 494.7 kJ/mol
- Multiplicity: 1
- HOMO (alpha / beta): -12.108 / -12.108 eV

natural (NBO) population analysis, charges in e, atoms 1 to 2: C -0.186; C 0.495

This record from the OMol25 dataset describes a 2-piece molecular cluster, C5H10ClNO overall. The level of theory is the ωB97M-V functional and the def2-TZVPD basis.

Structure (XYZ):
```
18
C5H10ClNO the ωB97M-V functional and the def2-TZVPD basis
C 1.219 1.659 -0.269
C -0.498 0.497 0.985
C -1.665 -0.633 0.916
C 0.348 -0.658 -1.076
C 1.073 -1.830 -0.412
H 1.901 1.550 -1.174
H 0.274 2.687 -0.677
H 1.744 1.885 0.745
H -1.078 1.463 0.908
H 0.037 0.500 1.938
H -1.182 -1.641 0.928
H -2.215 -0.333 1.740
H -0.772 -0.795 -1.383
H 0.567 -0.346 -2.022
H 1.326 -2.801 -1.087
N 0.254 0.631 -0.329
O 1.499 -1.510 0.706
Cl -2.832 -0.324 -0.436
```

Properties
- Electronic energy: -786.54234 Ha
- ΔE to the lowest compared entry with this formula, charge and spin: 446.4 kJ/mol
- Multiplicity: 1
- HOMO: -8.128 eV

natural (NBO) population analysis, charges in e, atoms 1 to 2: C -0.367; C -0.228

This record from the OMol25 dataset describes C5H10CuO2 as an isolated structure. The level of theory is the ωB97M-V functional and the def2-TZVPD basis.

Structure (XYZ):
```
18
C5H10CuO2 the ωB97M-V functional and the def2-TZVPD basis
C -0.280 2.866 2.627
O -1.150 1.922 2.033
C -1.622 0.850 2.891
C -2.695 0.162 2.115
H 0.012 3.579 1.849
H -0.807 3.377 3.447
H 0.619 2.375 3.029
H -1.968 1.298 3.834
H -3.698 0.584 2.261
H -2.689 -0.927 2.262
C -0.524 -2.337 0.446
C 0.282 -1.179 0.179
O -0.292 -0.157 -0.316
Cu -1.690 0.799 0.421
H -0.054 -3.317 0.535
H -1.563 -2.155 0.736
H 1.320 -1.370 -0.142
H -0.654 0.142 3.122
```

Properties
- Charge: +1
- Electronic energy: -1987.04930 Ha
- <S²>: 2.0242
- Multiplicity: 3
- HOMO (alpha / beta): -13.688 / -14.313 eV

natural (NBO) population analysis, charges in e, atoms 1 to 2: C -0.250; O -0.628

This record from the OMol25 dataset describes C5H10F2 as an isolated structure. The level of theory is the ωB97M-V functional and the def2-TZVPD basis.

Structure (XYZ):
```
17
C5H10F2 the ωB97M-V functional and the def2-TZVPD basis
C 1.885 -0.291 0.071
C 0.467 -0.589 0.960
C -0.766 -0.109 0.336
C -0.908 -0.443 -1.180
C -1.026 1.234 0.378
H 2.820 -0.491 0.805
H 2.013 -1.184 -0.812
H 1.798 0.943 -0.533
H 0.513 -1.831 1.117
H 0.449 -0.242 1.997
H -1.548 -0.544 1.066
H -1.891 -0.424 -1.605
H -0.599 -1.522 -1.517
H -0.634 1.638 1.405
H -2.082 1.298 -0.096
F -0.253 0.609 -1.958
F -0.239 1.948 -0.432
```

Properties
- Electronic energy: -396.06022 Ha
- ΔE to the lowest compared entry with this formula, charge and spin: 519.6 kJ/mol
- Multiplicity: 1
- HOMO: -10.536 eV

natural (NBO) population analysis, charges in e, atoms 1 to 2: C -0.676; C -0.385